C5H6O2 | wB97M-V/def2-TZVPD

Each line ends with the Löwdin charge.
CARTESIAN COORDINATES (ANGSTROEM)
O -2.76986 -0.56436 0.19279  0.109
C -1.61191 -0.29689 0.02589  -0.366
C -0.79673 1.00000 0.12552  0.002
C 0.46314 0.12398 -0.01425  -0.552
C 1.70181 0.22045 0.78011  0.120
O 1.50714 0.45445 -0.94471  -0.080
C -0.36710 -1.13820 -0.30725  0.003
H -0.90733 1.57494 1.05185  0.128
H -0.96272 1.66466 -0.73252  0.135
H 2.07389 1.16714 -0.02672  0.163
H 2.20798 -0.74515 0.89065  0.076
H -0.33937 -1.44094 -1.36258  0.135
H -0.19893 -2.02007 0.32121  0.127

* LUMO: 0.0169 hartree
* HOMO: -9.8298 eV
* Kohn-Sham gap: 0.3781 Ha
* calculated total energy: -344.41595 Ha
* maximum force: 2.1 eV/A